DFT (ωB97M-V with the def2-TZVPD basis set) results for C17H34NPRuSi as an isolated structure at a distorted geometry.

Each line ends with the Mulliken spin population.
CARTESIAN COORDINATES (ANGSTROEM)
Ru 0.95 -0.61 -1.10  2.810
P 0.23 -1.99 0.43  -0.142
Si 3.05 1.72 0.01  0.062
N -3.36 1.58 0.20  0.729
C -2.68 2.10 1.35  -0.019
C -1.82 1.75 -1.78  0.098
C -2.47 -2.40 -2.56  0.007
C 3.10 1.87 1.88  0.014
C -3.15 2.18 -1.09  0.011
C -0.96 -1.34 1.63  0.025
C -3.07 -1.43 -3.36  0.014
C 3.38 3.42 -0.73  0.027
C -4.52 0.77 0.43  -0.012
C -1.51 -2.03 -1.62  -0.119
C 1.29 -3.14 1.28  0.018
C -2.79 -0.09 -3.15  0.000
C -1.09 -0.69 -1.57  0.030
C -0.86 -3.01 -0.69  0.020
C 4.43 0.60 -0.56  0.023
C 1.28 1.23 -0.46  0.151
C -1.86 0.31 -2.17  -0.071
H -1.65 -2.14 1.93  0.002
H 4.12 2.12 2.21  0.001
H 0.98 1.78 -1.38  0.008
H -0.40 -0.98 2.50  -0.002
H -3.36 2.70 1.98  0.044
H 2.62 -0.91 -0.83  0.004
H 4.33 -0.42 -0.15  -0.002
H -4.01 1.91 -1.73  0.006
H -4.70 0.11 -0.43  0.020
H -2.74 -3.46 -2.64  0.000
H 4.40 3.75 -0.49  0.004
H 1.35 -2.83 2.33  0.000
H -0.23 -3.74 -1.22  0.033
H 2.29 -3.10 0.83  -0.016
H 2.79 0.94 2.37  -0.001
H -4.35 0.15 1.33  0.011
H 2.68 4.16 -0.33  0.000
H -5.43 1.37 0.61  0.054
H 0.88 -4.16 1.20  0.005
H 2.43 2.68 2.22  -0.002
H 5.39 1.01 -0.20  -0.002
H -3.31 0.70 -3.71  0.000
H 2.31 -1.61 -0.68  0.064
H -3.79 -1.72 -4.13  0.001
H -1.52 -0.52 1.18  0.012
H 4.47 0.54 -1.66  -0.001
H 0.54 1.48 0.32  0.020
H -2.30 1.28 1.97  0.032
H 3.28 3.41 -1.82  -0.002
H -1.73 2.37 -2.69  -0.005
H -1.84 2.73 1.03  0.005
H -1.57 -3.56 -0.06  0.007
H -0.97 1.98 -1.14  -0.011
H -3.14 3.28 -0.96  0.034

Calculated values
LUMO energy (spin up / spin down): -6.5 / -9.3 eV
multiplicity: 5
<S²>: 6.02
charge: +2
frontier orbital gap (spin up / spin down): 6.859 / 5.470 eV
HOMO level (spin up / spin down): -13.36 / -14.74 eV

---

DFT (ωB97M-V with the def2-TZVPD basis set) results for an isolated ion of composition C6H7Cl2N2O and charge +1 at a distorted geometry.

Each line ends with the Mulliken charge.
CARTESIAN COORDINATES (ANGSTROEM)
Cl -3.40 -1.43 -0.09  -0.095
Cl -3.43 1.70 0.22  -0.056
O -0.41 -2.34 -0.46  -0.327
N 0.34 1.34 -0.55  -0.836
N 0.75 0.03 -0.18  0.400
C -0.79 -1.28 -0.23  0.856
C -1.85 -0.51 -0.09  0.021
C 1.86 -0.54 -0.89  -0.653
C -1.93 0.89 -0.03  0.493
C -0.85 1.76 -0.40  -0.393
C 0.96 -0.04 1.30  -1.095
H 1.61 -1.66 -0.85  0.283
H 1.35 -0.98 1.47  0.496
H 2.81 -0.37 -0.27  0.286
H 1.86 0.58 1.53  0.365
H -0.98 2.75 -0.51  0.551
H 1.96 -0.11 -1.93  0.303
H 0.13 0.21 1.97  0.400

Calculated values
LUMO energy: -6.6 eV
charge: +1
frontier orbital gap: 7.641 eV
structure (SMILES): C[N+](C)=N/C=C(/Cl)C(Cl)=C=O
HOMO level: -14.22 eV

---

DFT (ωB97M-V with the def2-TZVPD basis set) results for C2H2O3 in the gas phase at a distorted geometry.

Each line ends with the Mulliken charge.
CARTESIAN COORDINATES (ANGSTROEM)
O 0.84 -0.61 0.37  -0.197
O -0.52 0.14 -2.46  -0.358
O 1.10 0.16 1.53  -0.351
C -0.57 0.01 -1.29  0.793
C -0.45 -0.45 -0.05  -0.558
H 0.89 1.08 1.29  0.344
H -1.30 -0.33 0.60  0.326

Calculated values
LUMO energy: 0.2 eV
charge: 0
frontier orbital gap: 9.471 eV
structure (SMILES): O=C=COO
HOMO level: -9.29 eV

---

DFT (ωB97M-V with the def2-TZVPD basis set) results for a 2-piece molecular cluster, C4H8O3 overall.

Each line ends with the Mulliken charge.
CARTESIAN COORDINATES (ANGSTROEM)
O -1.51 0.63 0.24  -0.331
O 2.10 -1.63 0.90  -0.644
O -0.24 -0.88 -0.83  -0.635
C -2.64 -0.23 0.05  -0.623
C 0.76 1.13 -0.01  -0.518
C -0.36 0.18 -0.26  0.958
C 1.93 0.94 -0.61  -0.517
H 1.44 -1.67 0.19  0.339
H -2.44 -1.22 0.48  0.297
H 1.88 -0.81 1.36  0.345
H 2.06 0.12 -1.31  0.244
H -2.86 -0.34 -1.01  0.283
H -3.47 0.25 0.57  0.225
H 2.78 1.59 -0.43  0.274
H 0.57 1.96 0.67  0.304

Calculated values
LUMO energy: 0.4 eV
charge: 0
frontier orbital gap: 10.935 eV
structure (SMILES): C=CC(=O)OC.O
HOMO level: -10.56 eV

---

DFT (ωB97M-V with the def2-TZVPD basis set) results for C21H20N2O4 in the gas phase at a distorted geometry.

Each line ends with the Mulliken charge.
CARTESIAN COORDINATES (ANGSTROEM)
O -1.41 2.93 4.46  -0.326
O 0.18 2.19 -2.83  -0.676
O 2.79 0.08 -1.88  -0.499
O 0.96 1.48 3.81  -0.665
N 0.06 1.14 1.77  0.072
N 0.95 2.07 -0.73  0.139
C -0.26 -4.57 -1.40  -0.711
C 1.06 1.86 -2.05  0.866
C -1.34 1.90 3.59  0.164
C 0.51 -3.39 -1.53  0.775
C 1.92 1.75 0.30  -0.855
C 1.97 -1.02 -1.83  0.547
C -2.57 1.30 3.48  -0.390
C -2.68 3.00 4.89  -0.483
C -2.00 -3.60 -2.74  -0.527
C 2.49 -2.10 -1.08  -0.589
C -0.01 -2.31 -2.29  0.295
C 1.78 -3.25 -0.94  -0.870
C -0.90 1.48 0.74  -0.656
C 1.33 0.69 1.23  -0.847
C -0.01 1.51 3.07  0.797
C -1.49 -4.67 -1.99  -0.530
C -0.30 2.55 -0.18  -1.166
C -3.44 2.02 4.33  -0.483
C 0.74 -1.13 -2.42  -0.158
C -1.29 -2.44 -2.88  -0.874
C 2.35 1.22 -2.58  -0.793
H -1.68 -1.62 -3.45  0.427
H -1.12 0.58 0.16  0.201
H 2.11 2.66 0.88  0.376
H -2.07 -5.58 -1.89  0.383
H -2.91 3.78 5.59  0.483
H -1.82 1.85 1.19  0.658
H 2.18 -4.07 -0.36  0.383
H -4.48 1.83 4.50  0.435
H -2.82 0.44 2.89  0.568
H 1.17 -0.24 0.68  0.301
H -0.12 3.47 0.39  0.295
H -2.98 -3.70 -3.20  0.386
H 0.15 -5.39 -0.83  0.385
H 0.32 -0.32 -3.01  0.515
H -0.97 2.76 -1.02  0.458
H 3.47 -1.98 -0.63  0.473
H 2.00 0.51 2.07  0.427
H 2.18 0.99 -3.64  0.385
H 2.85 1.40 -0.13  0.515
H 3.16 1.94 -2.51  0.390

Calculated values
LUMO energy: 0.6 eV
charge: 0
frontier orbital gap: 8.861 eV
structure (SMILES): O=C(COc1ccc2ccccc2c1)N1CCN(C(=O)c2ccco2)CC1
HOMO level: -8.28 eV

---

DFT (ωB97M-V with the def2-TZVPD basis set) results for C5H7F2O2P in the gas phase at a distorted geometry.

Each line ends with the Mulliken spin population.
CARTESIAN COORDINATES (ANGSTROEM)
P 0.67 -0.65 0.72  0.057
F -0.73 0.34 -2.12  -0.006
F -3.15 -2.34 -0.15  0.061
O 1.55 -1.76 1.11  0.038
O 0.38 0.36 1.98  0.023
C -1.01 -1.04 0.16  0.537
C -0.46 1.48 1.85  0.003
C 0.50 -0.14 -2.02  0.019
C 1.20 0.37 -0.79  -0.021
C -1.96 -1.97 0.21  1.283
H 1.01 1.32 -0.56  0.006
H 1.10 0.08 -2.94  0.004
H 0.43 -1.29 -1.97  0.000
H -0.82 1.45 0.83  -0.006
H 0.26 2.18 1.96  0.001
H 2.36 0.20 -0.84  0.002
H -1.32 1.42 2.57  0.000

Calculated values
LUMO energy (spin up / spin down): 0.6 / -3.4 eV
multiplicity: 3
<S²>: 2.01
charge: 0
frontier orbital gap (spin up / spin down): 7.883 / 6.714 eV
HOMO level (spin up / spin down): -7.24 / -10.10 eV

---

DFT (ωB97M-V with the def2-TZVPD basis set) results for a 5-piece molecular cluster, C22H43Cl9N3O3PS overall at a distorted geometry.

Each line ends with the Mulliken charge.
CARTESIAN COORDINATES (ANGSTROEM)
Cl -4.58 5.08 -1.28  -0.178
Cl 2.40 2.04 7.41  -0.197
Cl 1.34 -0.33 5.20  -0.166
Cl -1.38 4.18 -2.06  -0.152
Cl -1.86 0.81 -3.30  -0.160
Cl 2.31 -4.74 0.17  -0.186
Cl 10.30 2.80 -1.93  -0.177
Cl 7.56 0.78 -2.08  -0.229
Cl 2.63 -3.15 3.17  -0.047
S 1.19 0.54 1.07  -0.043
P -2.70 -0.65 -0.63  0.936
O -2.71 -0.43 1.06  -0.461
O 3.70 0.41 -0.10  -0.178
O -6.60 -2.14 -0.62  -0.508
N 3.78 2.34 -1.26  -0.469
N 2.56 2.33 -0.61  -0.195
N -4.15 1.48 0.53  -0.370
C -0.83 -0.65 -0.59  -0.582
C 9.06 2.59 -0.68  -0.447
C -3.97 -2.00 -0.69  -0.891
C -3.47 1.15 -0.77  -0.798
C -6.34 -0.76 -1.27  -0.805
C -0.25 0.76 -0.07  -0.662
C -2.76 4.32 -3.18  -0.411
C -2.84 -1.51 1.94  -0.684
C -1.86 -2.74 1.82  -0.290
C 4.44 1.23 -0.96  0.465
C 3.89 -4.06 2.30  -0.575
C -2.69 -0.66 -2.54  -0.748
C 2.57 1.16 0.05  0.454
C -0.57 -2.64 2.75  -0.602
C -2.11 -1.98 -3.25  -0.277
C 8.53 1.17 -0.64  -0.403
C 2.74 1.97 5.67  -0.466
C -3.70 5.43 -2.79  -0.431
C 1.59 1.40 4.88  -0.084
C -0.89 -1.77 -4.22  -1.268
C -5.42 -1.43 -0.13  0.359
C 3.76 -3.92 0.80  -0.286
H 0.36 -2.57 2.14  -0.188
H -0.68 -1.82 3.50  0.160
H 3.65 1.39 5.52  0.318
H -3.88 -1.94 2.08  0.031
H -6.08 -0.99 -2.33  0.263
H 7.87 1.05 0.23  0.265
H -0.33 -1.41 0.06  0.515
H -3.27 3.35 -3.20  0.166
H -5.16 1.41 0.39  0.217
H -0.32 -0.77 -1.59  -0.090
H -3.75 -0.56 -2.91  0.689
H -0.48 -3.60 3.33  0.377
H -1.01 1.37 0.47  0.267
H 4.85 -3.66 2.63  0.298
H -1.79 -2.68 -2.42  0.186
H 0.65 1.92 5.10  0.325
H 4.62 -4.37 0.31  0.367
H 3.83 -5.10 2.61  0.355
H -5.44 -0.95 0.91  0.398
H -0.52 -2.80 -4.48  0.390
H -4.45 5.57 -3.57  0.300
H -2.34 4.51 -4.17  0.411
H 2.94 2.99 5.34  0.331
H -3.88 2.42 0.81  0.242
H -2.42 -3.66 2.18  0.514
H 9.53 2.83 0.28  0.301
H -2.67 1.92 -0.86  0.014
H -4.34 -2.29 -1.72  0.555
H 1.78 1.50 3.81  -0.074
H 0.07 1.36 -0.96  0.449
H -2.95 -2.50 -3.78  0.344
H 9.33 0.44 -0.56  0.381
H -3.78 -2.96 -0.17  0.406
H -1.58 -2.99 0.75  0.284
H 8.27 3.31 -0.86  0.317
H -3.17 6.38 -2.66  0.318
H -0.02 -1.24 -3.76  0.272
H -4.24 1.18 -1.59  0.299
H 5.44 0.92 -1.34  -0.077
H -2.63 -1.09 2.98  0.564
H -7.22 -0.14 -0.97  0.331
H -1.20 -1.32 -5.20  0.307
H 3.71 -2.87 0.50  0.113

Calculated values
LUMO energy: 0.2 eV
charge: 0
frontier orbital gap: 8.535 eV
structure (SMILES): CCCOP(CN)(CCSc1nnco1)(C[C@H]1CO1)[C@@H](Cl)CC.ClCCCl.ClCCCl.ClCCCl.ClCCCl
HOMO level: -8.36 eV

---

Question: Look up the charge of the fourth one.
Answer: 0